Record 1
# H3PS2

An isolated molecule of H3PS2 in a non-equilibrium geometry (the ωB97M-V functional and the def2-TZVPD basis, OMol25).

Properties
Strongest force on any atom (Eh/bohr): 0.02411
Energy above the lowest of the compared OMol25 structures with the same formula, charge and spin (eV): 0.712

```
6
Properties=species:S:1:pos:R:3:forces:R:3:nbo_charge:R:1
P 1.614 0.068 -0.290 -0.8355 0.3808 -0.4170 0.21
S 0.017 -1.202 0.309 0.0590 -0.0027 -0.0818 -0.19
S -1.571 0.146 0.085 0.7616 0.6983 0.3965 -0.12
H 1.730 0.807 0.914 -0.1454 0.2059 -0.1625 -0.02
H 0.664 0.978 -0.956 1.0533 -0.4535 0.4710 0.01
H -2.454 -0.796 -0.063 -0.8930 -0.8289 -0.2063 0.13
```
Forces are in eV/Å.

Record 2
# C3H5O3

A cluster of 2 separate species, C3H5O3 in total in a non-equilibrium geometry (the ωB97M-V functional and the def2-TZVPD basis, OMol25).

Properties
Charge: -1
Strongest force on any atom (Eh/bohr): 0.02077
Energy above the lowest of the compared OMol25 structures with the same formula, charge and spin (eV): 0.429

```
11
Properties=species:S:1:pos:R:3:forces:R:3:nbo_charge:R:1
O -3.547 0.442 -0.582 -0.1255 -0.0073 0.1139 -0.56
C -2.552 -0.073 -0.132 0.4667 0.1329 -0.0978 0.45
C -1.260 -0.185 -0.882 -0.2833 0.0502 -1.0288 -0.74
H -2.550 -0.521 0.876 -0.1362 0.0338 0.1577 0.10
H -0.754 0.777 -1.019 0.0283 -0.0788 0.6797 0.26
H -0.586 -0.934 -0.473 0.1382 0.2375 0.0891 0.26
H -1.535 -0.411 -1.921 0.0354 -0.3426 0.1441 0.22
O 1.503 -0.022 1.308 -0.1424 0.0272 0.0511 -0.80
C 2.429 0.266 0.523 0.0229 -0.0312 -0.2393 0.62
O 3.243 -0.476 -0.062 0.0287 -0.0442 0.0210 -0.79
H 2.540 1.365 0.277 -0.0328 0.0226 0.1093 -0.03
```
Forces are in eV/Å.

Record 3
# C2H3N3O

An isolated molecule of C2H3N3O in a non-equilibrium geometry (the ωB97M-V functional and the def2-TZVPD basis, OMol25).

Properties
Strongest force on any atom (Eh/bohr): 0.03386
Energy above the lowest of the compared OMol25 structures with the same formula, charge and spin (eV): 4.889

```
9
Properties=species:S:1:pos:R:3:forces:R:3:nbo_charge:R:1
N -0.085 -1.407 -1.469 1.4036 0.9182 -0.4672 -0.52
C 0.413 -0.517 -0.790 -0.5256 0.0480 -0.0163 0.35
C 0.038 0.250 0.248 0.1116 -0.0386 0.0046 0.01
N 0.757 1.237 0.912 -0.2135 0.2767 0.0503 -0.80
N -1.281 -0.071 0.519 -0.2117 -0.1980 0.0264 0.11
O -1.841 -1.031 0.032 -0.0335 0.3001 0.6332 -0.31
H 0.728 -2.027 -1.502 -0.4596 -1.4588 -0.3647 0.40
H 0.271 1.554 1.739 0.0093 0.0659 -0.0240 0.39
H 0.998 2.014 0.308 -0.0806 0.0865 0.1576 0.38
```
Forces are in eV/Å.

Record 4
# C4H11NO2

A cluster of 2 separate species, C4H11NO2 in total in a non-equilibrium geometry (the ωB97M-V functional and the def2-TZVPD basis, OMol25).

Properties
Strongest force on any atom (Eh/bohr): 0.08754
Energy above the lowest of the compared OMol25 structures with the same formula, charge and spin (eV): 2.784

```
18
Properties=species:S:1:pos:R:3:forces:R:3:nbo_charge:R:1
C 1.221 0.470 0.222 2.5196 1.3464 -1.3691 -0.42
N 0.042 1.194 -0.220 -0.9170 -1.7828 1.6125 -0.41
C -0.406 2.033 0.947 3.2611 1.7885 -2.5358 -0.41
C -1.008 0.169 -0.459 -1.0440 2.4050 -1.2282 -0.34
C -0.991 -0.632 -1.749 0.7131 -0.1779 1.3111 0.43
O -1.080 -1.822 -1.661 -0.0722 -1.3561 -0.2668 -0.53
H 1.346 0.475 1.277 -0.1356 -0.1745 1.1644 0.19
H 1.252 -0.571 -0.086 0.1384 0.1802 -0.3723 0.19
H 2.134 1.058 -0.157 -0.9951 -1.2023 0.3293 0.20
H 0.350 2.937 0.941 -1.8068 -1.4783 0.2367 0.20
H -0.414 1.614 1.920 0.1814 -1.0459 0.9110 0.18
H -1.366 2.284 0.658 -1.9398 1.3683 -0.0858 0.19
H -1.895 0.796 -0.663 -0.2301 -0.1841 0.2866 0.21
H -1.267 -0.466 0.381 0.3462 -0.4410 0.2097 0.20
H -0.970 -0.205 -2.749 0.0928 0.8650 -0.1738 0.13
O 1.194 -2.939 0.731 1.7899 1.0472 2.9489 -0.93
H 0.951 -3.826 0.715 -0.6813 -2.3251 -0.0901 0.47
H 0.908 -2.568 -0.047 -1.2207 1.1672 -2.8883 0.47
```
Forces are in eV/Å.

Record 5
# C38H66O33

A cluster of 11 separate species, C38H66O33 in total in a non-equilibrium geometry (the ωB97M-V functional and the def2-TZVPD basis, OMol25).

Properties
Strongest force on any atom (Eh/bohr): 0.06191
Energy above the lowest of the compared OMol25 structures with the same formula, charge and spin (eV): 1.234

```
137
Properties=species:S:1:pos:R:3:forces:R:3:mulliken_charge:R:1
C -3.513 -6.399 -2.616 0.0176 -0.4637 -0.9851 -1.00
C -2.505 -7.519 -2.478 0.9252 0.7754 0.6331 0.38
C -1.036 -7.060 -2.550 -0.1533 -0.2243 -0.0958 0.31
O -0.400 -7.895 -1.583 0.3296 0.6496 -0.2887 -0.37
C -1.323 -8.289 -0.674 -0.3702 0.8213 -2.2994 0.56
O -1.069 -8.797 0.330 0.6114 -1.3463 2.8194 -0.48
O -2.557 -8.032 -1.135 -0.5985 -0.0714 -0.3905 -0.39
H -4.451 -6.640 -2.122 -0.0581 -0.1327 -0.1392 0.38
H -3.660 -6.329 -3.699 -0.4233 0.3674 0.1160 0.38
H -3.180 -5.428 -2.251 0.2556 -0.1349 0.1749 0.04
H -2.602 -8.312 -3.223 -0.6132 -0.1948 0.3366 0.31
H -0.956 -6.000 -2.286 0.1922 -0.0754 0.1559 -0.49
H -0.546 -7.243 -3.503 -0.1175 0.0645 -0.0981 0.46
C 4.261 3.411 -2.686 -0.8623 -0.9176 0.8095 -1.39
C 3.559 4.676 -2.223 1.5548 -0.0312 -0.3749 0.68
C 3.135 4.718 -0.747 0.6979 -0.2175 -0.2546 -0.14
O 4.111 5.559 -0.133 -0.3224 0.2689 0.5058 -0.37
C 4.759 6.291 -1.077 -0.1762 -1.4422 0.0614 0.58
O 5.396 7.255 -0.864 0.4433 0.6869 0.0746 -0.52
O 4.657 5.636 -2.249 -1.0795 1.0251 -0.7399 -0.41
H 3.501 2.672 -2.964 0.1823 -0.1713 0.2258 0.26
H 4.860 3.043 -1.848 -0.0708 -0.2056 -0.0850 0.34
H 4.942 3.493 -3.525 -0.1186 0.6991 -0.1096 0.44
H 2.725 4.915 -2.884 0.2927 0.5692 -0.1150 0.25
H 3.229 3.710 -0.346 -0.3063 0.1051 0.3795 0.17
H 2.171 5.180 -0.570 -0.3493 -0.2592 -0.1136 0.08
C 0.113 1.746 1.192 0.3393 -0.0824 -0.3439 -0.35
C -0.871 1.203 0.192 -0.1525 -0.4510 -0.5897 0.24
O -1.007 -0.229 0.434 -0.3933 0.1037 -0.0534 -0.19
C -0.932 -1.046 -0.605 0.2985 -0.3093 0.0809 0.83
O -0.424 -0.867 -1.688 -0.1775 0.2829 0.2860 -0.57
O -1.463 -2.213 -0.216 0.1456 -0.0577 0.1487 -0.36
C -1.335 -3.278 -1.119 -0.5569 -1.2483 -0.8005 0.25
H -0.274 1.737 2.209 0.0139 -0.0886 0.0263 -0.11
H 0.419 2.757 0.939 -0.2548 0.2162 -0.0848 0.09
H 1.017 1.135 1.123 -0.0151 -0.0305 0.2508 0.09
H -0.573 1.284 -0.850 0.3771 0.3839 0.1772 -0.25
H -1.875 1.626 0.256 0.0524 0.0193 0.2615 0.37
H -1.709 -4.183 -0.640 0.1013 0.2015 0.4444 0.34
H -0.330 -3.498 -1.482 0.1919 0.4658 0.2785 -0.25
H -1.970 -3.180 -2.006 0.0722 0.4972 0.0399 -0.23
C -4.384 -0.237 2.187 0.4488 -1.0167 0.2977 -0.75
C -3.795 0.114 3.539 -0.1090 -0.3216 0.8299 0.18
O -4.785 0.809 4.337 -0.7715 0.3352 -1.5670 -0.31
C -4.474 1.141 5.559 0.4746 0.4206 0.4239 0.79
O -3.506 0.776 6.157 0.7172 -0.2991 0.5958 -0.50
O -5.372 2.011 6.014 -1.0732 0.2373 -0.0685 -0.36
C -4.997 2.935 7.031 0.9302 -0.1148 -0.1244 -0.37
H -5.165 0.421 1.826 -0.0227 0.1224 0.1271 0.34
H -4.738 -1.264 2.290 -0.5739 0.1832 -0.3148 0.33
H -3.594 -0.323 1.440 0.0390 0.2957 -0.0027 -0.01
H -2.872 0.693 3.465 -0.1723 0.2419 0.1821 -0.16
H -3.590 -0.774 4.141 0.4653 -0.0984 -0.4119 0.28
H -3.913 3.037 7.021 -0.0284 0.1257 0.0070 0.05
H -5.245 2.627 8.047 -0.4498 -0.1590 -0.2070 0.29
H -5.447 3.881 6.742 -0.1639 -0.0298 0.2687 0.26
C 2.777 -3.230 0.736 -0.8879 -1.6463 0.4435 -0.82
C 2.329 -2.120 1.675 0.4367 0.0029 -1.0608 0.05
O 3.368 -1.705 2.561 0.1888 0.9831 -0.2395 -0.39
C 3.609 -2.423 3.651 -0.4971 -0.3669 -0.5204 0.73
O 3.072 -3.458 3.898 -0.3670 -1.0101 0.5088 -0.55
O 4.516 -1.810 4.372 0.8318 1.1008 0.0835 -0.32
C 5.038 -2.474 5.505 -0.1728 -1.2805 0.6450 -0.70
H 2.615 -4.235 1.148 0.2764 0.2240 0.4722 0.40
H 3.826 -3.193 0.452 -0.0431 0.4489 -0.2007 0.45
H 2.098 -3.287 -0.122 0.3265 0.5771 -0.2281 -0.07
H 1.402 -2.332 2.203 0.0888 -0.1474 0.1012 0.36
H 2.182 -1.273 1.001 -0.1237 0.3347 0.5284 0.00
H 5.447 -3.454 5.243 0.0252 0.1590 -0.2354 0.31
H 4.266 -2.688 6.247 -0.0808 0.2896 -0.0889 0.31
H 5.828 -1.882 5.952 -0.0846 0.3493 -0.2388 0.25
C -1.413 2.176 -3.408 -0.4471 -0.7200 -0.6596 -0.27
O -1.970 3.480 -3.282 0.4452 0.2075 0.0964 -0.43
C -1.613 4.136 -2.177 -1.2943 -0.0733 0.4583 0.61
O -0.774 3.786 -1.396 0.7527 -0.2122 0.2298 -0.35
O -2.441 5.166 -2.015 -0.1496 -0.2437 -0.3442 -0.42
C -2.717 5.591 -0.682 0.0394 1.6370 0.2986 -0.52
H -0.331 2.108 -3.339 0.0517 0.4199 0.0562 0.24
H -1.738 1.851 -4.396 0.2452 0.0426 -0.0466 0.33
H -1.858 1.475 -2.698 0.0156 0.2477 0.2210 0.10
H -2.002 5.241 0.050 -0.0495 -0.4649 -0.0459 0.13
H -3.762 5.438 -0.418 0.0540 -0.7883 -0.1643 0.32
H -2.634 6.679 -0.658 0.2917 -0.0475 -0.2012 0.25
C -1.594 3.196 6.014 -0.2731 -1.3290 -0.5109 -0.84
O -0.241 2.919 5.647 0.4240 1.4767 -0.0907 -0.35
C 0.143 1.682 5.358 -0.1331 -0.0336 -0.3978 0.66
O -0.372 0.672 5.712 -0.4243 -0.8369 0.4169 -0.54
O 1.189 1.779 4.546 1.1390 0.6637 -0.6128 -0.19
C 1.949 0.589 4.241 -0.9950 0.0281 0.5102 -0.92
H -1.778 4.263 6.002 0.4666 0.1226 0.2461 0.37
H -1.836 2.698 6.948 0.0146 0.2175 0.1693 0.42
H -2.225 2.745 5.247 -0.1389 0.0356 0.0873 0.21
H 2.424 0.281 5.174 0.0030 -0.3975 -0.2664 0.44
H 2.693 0.807 3.483 -0.0573 0.3977 0.0786 0.30
H 1.240 -0.142 3.845 0.3014 -0.2485 0.2567 0.37
C 0.503 -0.275 -4.580 1.0048 -0.5149 0.7047 -0.34
O 0.685 0.700 -5.582 -0.4397 0.6747 -0.7147 -0.38
C 1.861 1.244 -5.933 0.1129 -0.3068 -0.4099 0.68
O 1.939 2.032 -6.837 0.0913 -0.1460 0.6143 -0.58
O 2.894 0.755 -5.221 -0.6176 0.1046 0.6580 -0.23
C 4.184 1.339 -5.411 -0.0384 -0.3057 -1.8016 -0.69
H 1.074 -0.007 -3.694 0.0142 -0.1492 0.1074 0.31
H 0.824 -1.255 -4.934 0.1313 -0.0205 -0.0363 0.58
H -0.536 -0.360 -4.280 -0.1654 0.4403 -0.3309 -0.21
H 4.264 2.361 -5.073 -0.1436 -0.0750 0.5377 0.25
H 4.382 1.401 -6.485 -0.0204 -0.1297 0.0026 0.35
H 4.884 0.626 -4.999 0.1149 0.2473 0.4479 0.26
O -4.965 -0.888 -1.149 -0.3442 0.7457 1.4790 -0.46
C -4.568 -1.242 -2.187 0.2560 -0.8642 -1.5059 0.44
O -5.283 -1.993 -3.060 -0.2726 -0.2443 0.0341 -0.39
C -4.452 -2.447 -4.098 0.9103 0.2710 -1.1621 -0.23
C -3.202 -1.534 -3.998 -0.7914 -1.3272 -0.3978 -0.37
O -3.334 -1.007 -2.691 0.5849 0.6386 0.0460 0.08
H -4.191 -3.506 -4.028 -0.2227 0.0215 0.4743 -0.02
H -4.893 -2.296 -5.084 -0.4625 -0.0391 0.2448 0.36
H -3.233 -0.816 -4.817 0.1250 0.6036 0.5049 0.37
H -2.303 -2.138 -4.105 0.2236 0.2516 0.3042 0.28
O 3.181 -6.464 -5.439 0.5895 -0.6318 -0.7931 -0.50
C 3.067 -6.004 -4.365 -0.9790 0.3050 0.6839 0.55
O 2.779 -4.690 -4.169 -0.2923 0.7175 0.1032 -0.35
C 2.594 -4.418 -2.801 0.1869 -0.7592 1.8133 0.47
C 2.537 -5.824 -2.169 0.6881 0.0340 0.4554 0.04
O 3.065 -6.681 -3.192 -0.1025 0.3749 -0.0416 -0.39
H 3.422 -3.866 -2.345 0.1954 -0.0079 -0.6003 0.23
H 1.704 -3.878 -2.465 -0.2186 0.1600 -1.1253 -0.34
H 1.559 -6.177 -1.842 -0.1082 0.0356 -0.3685 -0.05
H 3.188 -5.862 -1.294 0.0421 -0.2057 -0.0896 0.26
O -0.627 7.076 1.030 -0.9756 0.7593 -1.1181 -0.50
C 0.034 6.556 1.844 1.2714 -0.4838 1.3698 0.64
O -0.233 5.374 2.436 -0.1259 -1.0235 -0.3397 -0.26
C 0.962 4.881 3.083 0.4818 1.9567 -0.1325 0.50
C 1.600 6.235 3.420 0.3545 -0.7077 1.3569 -0.52
O 1.187 7.070 2.350 0.0228 -0.1223 -0.0268 -0.35
H 0.710 4.269 3.937 -0.0204 -0.2056 -0.1043 -0.05
H 1.677 4.447 2.379 -0.6535 -0.6751 -0.1719 -0.01
H 2.682 6.143 3.512 -0.0039 0.3151 -0.4890 0.37
H 1.253 6.614 4.390 -0.2382 0.1993 -0.2985 0.28
```
Forces are in eV/Å.

Record 6
# C9H11NO2S

A structure of composition C9H11NO2S in a non-equilibrium geometry (the ωB97M-V functional and the def2-TZVPD basis, OMol25).

Properties
Strongest force on any atom (Eh/bohr): 0.10588
Energy above the lowest of the compared OMol25 structures with the same formula, charge and spin (eV): 2.184

```
24
Properties=species:S:1:pos:R:3:forces:R:3:nbo_charge:R:1
C -1.854 1.404 -0.296 -2.8992 1.1059 -0.6559 -0.22
C -0.802 2.067 -0.742 2.4297 -4.1661 2.5269 -0.10
C 1.251 1.726 1.030 -0.6325 1.0859 -0.5485 0.64
C 0.751 -0.393 1.704 -0.0065 -4.7576 -0.4847 0.70
C -1.981 0.044 0.392 0.5219 1.2336 -0.9252 -0.44
C -0.892 -0.857 -0.098 0.9347 -0.4117 -0.0667 -0.38
C 0.871 1.003 -0.237 -1.6688 2.6068 -2.2155 -0.20
C 0.589 -0.408 0.133 -1.1247 -1.1432 1.8621 -0.20
C 1.477 -1.417 -0.577 -1.0018 -0.1850 0.4192 -0.61
N 0.950 0.859 2.069 0.7444 1.7920 2.2171 -0.64
O 1.591 2.873 1.185 0.2092 -0.5158 -0.1682 -0.56
O 0.708 -1.412 2.425 -0.1111 2.6599 -1.4275 -0.60
S 2.017 1.172 -1.685 -0.7298 0.7907 1.1715 0.00
H -2.931 1.811 -0.440 1.9469 0.0126 0.0298 0.22
H -0.548 3.028 -1.101 -0.0556 0.6379 -0.4304 0.22
H -1.896 0.265 1.458 -0.2269 -0.4108 0.1851 0.23
H -2.966 -0.417 0.156 0.6295 0.5022 0.3218 0.23
H -1.027 -1.789 0.456 0.3289 -0.3546 -0.5672 0.24
H -0.933 -0.959 -1.195 -0.5102 -0.3585 0.4017 0.21
H 1.397 -2.443 -0.270 -0.3705 -0.3182 0.6743 0.24
H 2.493 -1.173 -0.588 1.6537 0.5275 0.2594 0.22
H 1.149 -1.404 -1.581 -0.2489 -0.0599 -1.3690 0.21
H 1.107 1.129 3.053 -0.1237 -0.2028 -0.8808 0.43
H 1.919 2.508 -1.548 0.3112 -0.0708 -0.3293 0.14
```
Forces are in eV/Å.

Q: What is the energy above the lowest of the compared OMol25 structures with the same formula, charge and spin in the first record?
A: 0.712 eV